Computed, not measured: a molecular structure, C18H42I2O18P4S2 in a non-equilibrium geometry, with wB97M-V/def2-TZVPD.

Calculated values
**Kohn-Sham gap**: 8.706 eV
**LUMO energy**: 0.09 eV

Each line ends with the Mulliken charge.
Geometry (Å):
O (-4.8948, 8.8849, 6.1183)  -0.274
C (-1.1034, 0.9659, 4.3815)  -0.713
C (-2.0061, 8.4357, 6.1325)  -0.621
C (1.9512, -7.2023, -2.0628)  -1.179
H (7.4014, -2.4622, -2.8622)  0.382
O (-4.3010, 8.3888, 3.2735)  -0.352
H (-0.6632, 0.4701, -1.8131)  0.485
H (-0.3828, -7.0687, -5.9485)  0.313
H (1.4762, -0.1122, -1.0635)  0.529
H (6.7102, -3.8877, -3.6368)  0.446
H (-1.3809, -4.2336, -5.2753)  0.277
H (-0.9638, 8.4461, 5.8190)  0.237
H (-3.8507, -0.1387, 0.8417)  0.303
C (2.6619, -7.2506, -3.4062)  -0.466
H (1.5992, -4.1885, -4.7654)  0.959
O (-2.1088, 1.5399, 3.5499)  -0.260
C (-0.4498, -0.5973, -1.7994)  -1.058
H (-2.1397, 9.1630, 6.9346)  0.227
H (-5.8493, 10.5028, 6.9368)  0.236
H (-2.3371, 0.7578, 1.1423)  0.301
C (-2.0366, -2.0025, -0.8453)  0.156
H (-2.4526, 7.4996, 2.8925)  0.260
H (-0.9059, -1.0536, -2.6772)  0.435
C (2.7049, -5.8874, -4.1338)  -0.316
H (6.4030, 0.0691, -2.5210)  0.397
P (-0.1989, -5.7506, -4.2598)  0.000
C (-3.4596, 7.5343, 2.4830)  -0.514
H (-4.8148, 10.8988, 5.5503)  0.314
H (-1.0519, 1.4988, 5.3322)  0.245
H (-1.2953, -0.0918, 4.5625)  0.337
H (-0.1806, -3.4572, -2.1857)  0.393
O (-3.0566, -1.5961, -1.3244)  -0.505
H (0.8697, -7.2829, -2.1544)  0.392
S (5.2776, -3.0913, -1.9996)  1.505
I (3.2608, -6.0450, -6.2066)  0.149
H (-3.8817, 6.5339, 2.4278)  0.242
I (1.9060, -8.9375, -4.5296)  0.047
O (6.0697, -0.2121, -1.6586)  -0.493
P (-3.5891, 0.8728, 3.5660)  1.044
O (3.9225, 0.0133, -0.2577)  -0.464
H (-4.8008, 2.7286, 6.3191)  0.255
C (-5.5233, 10.1733, 5.9548)  -0.680
C (-4.6391, 2.6025, 5.2533)  -0.672
H (3.6963, -7.5207, -3.2114)  0.632
O (-0.0585, -6.1684, -5.8349)  -0.476
C (3.5462, -1.9396, -3.7670)  -1.917
O (-4.0176, 1.4696, 2.1644)  -0.356
H (2.1600, -6.2750, -1.5305)  0.185
C (0.8049, -3.1795, -2.5666)  -1.291
O (-1.2098, -4.4586, -4.3500)  -0.426
H (-3.4333, 7.9719, 1.4885)  0.243
H (3.5500, -5.3625, -3.6953)  -0.003
H (-1.9579, -3.0691, -0.6042)  0.456
O (-1.0059, -1.1481, -0.5857)  -0.267
H (3.7470, -2.9530, -4.1261)  0.249
H (-2.2641, 7.4397, 6.4931)  0.309
H (2.2679, -8.0275, -1.4262)  0.472
H (-3.6297, 1.4775, 0.1685)  0.334
C (6.4929, -2.8824, -3.2851)  -1.284
H (-5.6023, 2.6222, 4.7449)  0.313
O (-4.2820, 6.6929, 5.1486)  -0.560
P (4.4676, -0.2245, -1.7308)  0.389
C (-3.4154, 0.8397, 1.0229)  -0.651
O (-2.7949, 8.7980, 5.0009)  -0.317
O (2.8825, -2.4603, -1.4172)  -0.411
H (4.4177, 0.7574, 0.1163)  0.357
C (1.0715, -0.7606, -1.8403)  -0.477
H (1.3821, -0.3647, -2.8080)  0.145
C (1.4892, -2.1990, -1.5883)  0.143
O (-3.9859, 1.3275, 5.0506)  -0.294
H (6.1533, -2.2932, -4.1319)  0.340
H (0.6087, -2.6726, -3.5220)  0.461
H (1.0565, -2.4350, -0.6168)  0.501
O (-3.5497, -0.5942, 3.5525)  -0.754
H (-6.3915, 10.1009, 5.3007)  0.308
H (-4.0143, 3.4195, 4.8890)  0.327
O (5.8342, -2.9049, -0.6887)  -0.746
O (1.6056, -4.3199, -2.7319)  -0.101
P (-4.2706, 8.1272, 4.8378)  0.939
H (-0.1513, 1.0751, 3.8648)  0.232
C (3.8198, -1.9190, -2.2646)  0.912
H (4.2221, -1.2655, -4.2835)  0.800
O (4.7527, -4.4270, -2.1702)  -0.667
H (2.5188, -1.7126, -4.0257)  0.270
C (1.4841, -4.9643, -3.9892)  -0.238
S (3.9318, 1.2024, -2.9358)  -0.380

Forces on atoms 1 to 2 (eV/Å):
O -1.903 0.575 -1.932
C 0.051 0.096 0.126